19
Properties=species:S:1:pos:R:3:forces:R:3 method="wB97M-V/def2-TZVPD" homo_ha=-0.175 orbital_gap_ev=8.1 total_charge=-1 smiles="O=C([O-])C(F)(F)Nc1ccccc1" relative_energy_kcal_mol=0.00 e_lumo_ev=3.378
F 2.311441 -1.428378 0.984236 -0.96 0.69 -0.93
F 1.944241 -1.083091 -1.219229 0.40 -0.21 1.08
O 3.238375 1.772293 0.064510 -0.65 3.32 0.21
O 4.639773 0.044817 -0.091008 0.36 -0.45 0.17
N 1.107239 0.472986 0.194808 -0.51 1.68 0.24
C -3.020120 -0.390942 -0.059763 3.68 1.51 -0.29
C -0.202262 0.230335 0.026632 -2.92 -2.23 0.50
C -2.562926 0.931684 0.011185 0.05 1.54 -0.23
C -0.733927 -1.111424 0.053435 0.65 0.11 -0.65
C -1.175280 1.261021 -0.031929 -0.56 -3.12 0.28
C 3.573599 0.626466 0.018459 -0.75 -3.81 -0.72
C -2.048519 -1.411902 -0.127302 -0.78 3.68 0.82
C 2.136441 -0.430656 0.021724 2.81 1.41 -0.80
H -4.017660 -0.494694 0.014738 -3.28 -0.96 -0.03
H -3.330189 1.803647 0.078496 1.43 -1.67 -0.11
H 1.355490 1.482329 0.011465 0.72 -1.69 0.58
H -0.722520 2.186762 0.057542 0.01 2.27 0.01
H -2.268640 -2.402786 -0.168711 -1.05 -2.68 -0.10
H -0.224553 -2.058459 0.160703 1.36 0.60 -0.04

***

22
Properties=species:S:1:pos:R:3:forces:R:3 method="wB97M-V/def2-TZVPD" homo_ha=-0.354 orbital_gap_ev=9.3 e_lumo_ev=-0.329
S -0.803501 -2.070741 0.744351 0.58 0.90 1.39
F 3.779080 0.982160 -1.190960 0.07 1.20 0.98
F 3.455743 0.961094 1.000678 0.45 0.83 -0.77
F 2.988972 2.797119 -0.122774 1.02 0.53 -0.17
O -3.136309 -0.436355 -0.550736 2.21 -0.33 -0.40
O -2.618496 -0.529402 -2.786128 0.65 -0.58 2.71
O 0.484682 -2.668814 1.196765 -0.55 -0.39 -0.01
N -0.268224 1.080548 -1.790039 -2.39 -0.98 -0.66
C -0.195549 -0.623132 -0.175852 1.48 -0.01 0.77
C -0.857641 0.001194 -1.226149 1.25 0.35 1.25
C 1.127488 -0.207815 0.177130 -0.50 1.01 0.28
C 3.003595 1.486121 -0.176752 -1.09 -2.60 0.41
C 0.881360 1.535775 -1.350631 -1.55 1.85 -2.98
C -1.428925 -1.142681 2.273103 -0.98 0.43 -1.10
C 1.612274 0.969136 -0.411969 1.13 -2.65 2.14
C -2.257929 -0.466827 -1.614279 -1.01 2.35 -2.55
H 1.769403 -0.614087 0.977609 -0.92 -0.46 -0.59
H -1.616517 -1.855005 3.039916 0.25 -1.04 0.47
H -0.742652 -0.398649 2.650439 0.53 0.04 -0.28
H -2.417478 -0.662578 2.139966 0.56 -0.15 -0.56
H -4.002443 -0.550861 -0.915726 -1.10 -0.26 -0.50
H 1.243065 2.413803 -1.887961 -0.07 -0.05 0.17

***

30
Properties=species:S:1:pos:R:3:forces:R:3 method="wB97M-V/def2-TZVPD" homo_ha=-0.044 orbital_gap_ev=5.7 total_charge=-2 relative_energy_kcal_mol=0.00 e_lumo_ev=4.481
Na -0.912170 -0.881577 0.061926 0.45 0.65 -0.41
F -2.576374 3.195932 -0.275507 0.16 0.06 -0.12
F 1.442266 3.764936 -1.233966 -0.09 -0.28 -0.01
F 0.576087 3.900410 1.366288 -0.10 -0.26 -0.05
F 0.816158 2.055210 -2.414103 0.08 0.11 0.24
F 0.817528 1.778653 1.736094 -0.16 0.16 -0.07
F -1.133019 2.684668 1.926117 0.17 0.07 -0.06
F -1.050497 4.681641 -0.651314 -0.02 -0.22 -0.02
F -1.562955 3.235060 -2.182164 0.04 0.06 0.19
F 2.001727 1.755599 -0.635151 -0.15 0.16 -0.06
O -2.453128 -2.150188 0.268821 -0.95 -0.93 0.19
O -3.195397 -4.027283 1.249412 0.15 0.05 0.06
O -0.823158 1.096475 -0.406763 0.15 1.05 -0.07
O 1.175122 -3.815062 -0.322632 -0.07 0.03 -0.09
N 1.433392 -1.241276 -1.508869 0.00 -0.16 0.01
N 0.086935 -2.455703 1.241014 0.26 -0.31 0.27
C 0.989946 2.476968 -1.151014 0.02 -0.03 -0.18
C 1.838180 -1.552027 -0.127876 0.11 -0.18 -0.04
C -0.888457 -3.487639 1.534513 0.02 -0.03 -0.14
C -2.306330 -3.194316 0.967454 -0.31 -0.14 0.01
C -0.340963 2.298463 -0.312289 0.08 0.40 -0.06
C 0.961201 -2.738803 0.308026 0.43 -0.18 0.24
C -0.009625 2.680876 1.185377 0.04 -0.08 0.12
C -1.377692 3.374535 -0.853505 -0.16 -0.08 0.02
H -0.586765 -4.457656 1.125513 -0.04 -0.03 0.06
H 2.138620 -0.694519 -1.985270 -0.04 0.11 -0.01
H -1.004941 -3.599574 2.618016 -0.02 -0.01 -0.01
H 1.690763 -0.682023 0.513202 -0.08 0.00 -0.02
H 1.361609 -2.139052 -1.981404 0.05 0.02 -0.01
H 2.891936 -1.862728 -0.059944 -0.03 0.00 0.03

***

18
Properties=species:S:1:pos:R:3:forces:R:3 method="wB97M-V/def2-TZVPD" homo_ha=-0.373 orbital_gap_ev=9.1 relative_energy_kcal_mol=25.86 e_lumo_ev=-1.065
F 2.327907 1.249200 -1.522462 -0.72 -0.84 2.10
O 2.470506 1.593418 0.829477 0.47 1.83 0.22
O 2.013108 -2.824520 -0.102721 -0.40 1.62 0.56
N 2.586282 -0.614194 0.234354 -3.28 0.76 0.31
C -1.992211 0.522316 -0.199785 2.07 -2.59 -1.66
C 1.894412 0.595238 0.219786 1.21 -0.27 -2.38
C -0.935603 -1.685110 -0.224846 0.63 -2.98 -0.88
C 1.682491 -1.656586 0.088537 1.52 -3.43 -1.17
C 0.333744 -1.129726 0.049043 -2.35 2.69 0.09
C 0.411613 0.290054 0.190060 0.44 -1.67 -1.07
C -2.065368 -0.922834 -0.426864 -1.12 2.93 2.68
C -0.712801 1.076249 -0.040705 -0.63 2.67 0.91
H -1.074009 -2.815928 -0.432705 0.64 1.93 0.69
H -0.671827 2.228306 0.003261 0.31 -2.01 -0.12
H -2.821689 1.137564 -0.482392 -0.39 0.29 0.42
H 3.555082 -0.720483 0.122804 1.23 -0.03 -0.13
H 3.075419 2.064619 0.195480 -0.79 -0.67 0.45
H -3.106812 -1.308067 -0.309483 1.13 -0.24 -1.02

***

21
Properties=species:S:1:pos:R:3:forces:R:3 method="wB97M-V/def2-TZVPD" homo_ha="-0.616 / -0.618" orbital_gap_ev="6.3 / 6.3" total_charge=+2 e_lumo_ev="-10.489 / -10.494"
I 1.585227 -2.662618 -0.000010 -0.52 0.29 0.00
Mo 0.361239 -0.086502 0.000009 -1.48 -3.22 0.00
O 3.585768 2.205544 -0.000033 -0.03 -0.32 0.00
O -1.615864 0.303299 0.000011 -1.85 0.26 0.00
O -3.325443 1.750247 -0.000033 -0.23 0.45 0.00
O 2.041653 0.535376 -0.000030 3.13 0.06 0.01
N 0.129487 1.961962 0.000013 0.04 1.95 0.00
C 1.169511 4.103686 0.000010 -0.08 0.08 0.00
C -2.085098 1.479101 -0.000002 0.44 -0.37 0.00
C 1.229745 2.721797 0.000009 0.00 -0.38 0.00
C 2.467692 1.851632 -0.000017 -0.34 1.32 0.00
C -0.084170 4.710934 0.000016 0.22 -0.08 0.00
C -1.080125 2.547779 0.000009 0.15 0.07 0.00
C -0.472905 -2.064138 0.000018 0.66 -0.18 0.00
C -1.232221 3.924011 0.000009 -0.18 -0.10 0.00
H -0.962164 -2.459616 0.889867 0.03 0.21 0.11
H -0.160033 5.789873 0.000017 -0.04 0.00 0.00
H -3.934130 0.989414 -0.000053 0.05 -0.21 0.00
H -0.962187 -2.459615 -0.889818 0.03 0.21 -0.11
H -2.217828 4.370939 0.000002 -0.02 -0.04 0.00
H 2.086445 4.679494 0.000006 0.01 -0.01 0.00

***

21
Properties=species:S:1:pos:R:3:forces:R:3 method="wB97M-V/def2-TZVPD" homo_ha=-0.602 orbital_gap_ev=8.0 total_charge=+2 e_lumo_ev=-8.402
Mg 0.432038 0.044566 -0.160329 -0.11 -1.16 0.47
O 1.084502 0.819681 3.153811 -0.36 -0.25 -3.49
O 2.232966 2.696942 -1.477072 -1.91 -3.09 1.41
O -2.802205 0.708386 0.941441 3.10 -0.61 -1.08
O -1.354436 -0.737401 -3.025856 2.58 1.06 3.24
N 0.416471 -2.046480 0.412067 -0.33 0.98 0.12
N 0.202603 -4.240576 0.322154 0.13 0.69 0.14
C 0.957243 0.706581 2.025779 0.52 0.31 3.67
C -0.045494 -5.593384 -0.197071 -0.16 -0.68 -0.25
C -0.036155 -3.063049 -0.323141 0.54 -1.53 0.68
C 0.890001 -2.589748 1.611827 -0.16 -1.06 -0.81
C -1.742949 0.520482 0.567220 -3.31 0.77 1.12
C -0.673700 -0.448374 -2.148045 -2.60 -1.01 -3.56
C 0.793994 -3.958561 1.552621 -0.46 0.84 -1.03
C 1.665726 1.797309 -1.060703 1.94 3.13 -1.47
H -0.518262 -5.525072 -1.187965 0.18 0.05 0.42
H 1.100199 -4.741121 2.232850 -0.13 0.16 -0.05
H 1.244530 -2.003408 2.431181 0.23 0.23 0.11
H -0.538604 -3.047846 -1.297068 0.42 0.12 0.52
H -0.705094 -6.176279 0.469565 0.23 0.54 -0.21
H 0.895822 -6.162694 -0.299001 -0.33 0.52 0.05

***

21
Properties=species:S:1:pos:R:3:forces:R:3 method="wB97M-V/def2-TZVPD" homo_ha=-0.753 orbital_gap_ev=5.4 total_charge=+3 relative_energy_kcal_mol=0.00 e_lumo_ev=-15.078
Sc -0.360844 -0.310980 0.239471 1.87 -0.30 2.99
O 0.154959 2.957829 1.020886 -1.31 -5.50 -1.67
O -3.336411 -1.576030 -0.651974 5.62 2.38 1.70
O 2.606624 -1.434699 -0.992376 -5.87 1.94 1.82
O -0.030783 1.250598 -2.763381 -0.77 -2.64 4.81
N 1.345011 -1.092333 4.025762 -0.37 0.19 -0.87
N 0.881633 -0.430534 2.011050 -0.92 0.48 -2.17
C -0.096857 1.872523 0.699995 1.35 6.84 2.16
C -2.305956 -1.141696 -0.336580 -7.85 -3.34 -2.33
C 2.418161 -0.304517 3.609108 -0.11 0.22 -0.61
C 1.548676 -1.082767 -0.654162 7.06 -2.64 -2.27
C 0.434013 -1.148022 3.035885 0.77 -0.31 1.63
C -0.189040 0.700971 -1.759105 0.67 3.30 -6.37
C 2.126333 0.112150 2.341474 0.11 -0.31 0.81
C -0.841244 -1.895528 3.116657 0.15 -0.05 0.30
H -1.429812 -1.494657 3.954694 -0.10 -0.28 -0.28
H 2.678294 0.736671 1.648881 0.05 -0.11 0.30
H 1.231987 -1.565298 4.922033 0.25 0.18 -0.08
H 3.294378 -0.090240 4.209448 -0.22 -0.16 0.08
H -1.438510 -1.805810 2.191949 -0.03 -0.07 0.12
H -0.614537 -2.958268 3.285687 -0.36 0.18 -0.07

***

22
Properties=species:S:1:pos:R:3:forces:R:3 method="wB97M-V/def2-TZVPD" homo_ha=-0.345 orbital_gap_ev=8.6 relative_energy_kcal_mol=2.15 e_lumo_ev=-0.744
Sn -1.921369 -1.339331 0.029416 0.68 0.05 0.50
O -3.019725 -3.406178 1.165963 0.13 0.07 0.08
O 1.725992 -2.390618 1.543122 -0.10 0.04 0.00
O -1.357867 -0.732946 1.964566 -0.41 -0.17 -0.61
O 0.382033 -0.737018 3.359192 -0.01 -0.08 -0.10
O -0.109893 -2.385609 0.278296 -0.62 0.29 -0.30
N -0.441849 0.596268 -0.798888 0.04 -0.17 0.15
N 4.262152 1.472759 -1.111574 -0.07 -0.02 -0.01
C -0.306779 2.808587 -1.674803 0.02 0.05 -0.02
C -0.145824 -1.093760 2.341424 0.04 0.13 0.22
C 1.686306 1.593611 -1.166651 -0.28 0.11 -0.05
C 0.594394 -2.040450 1.341777 0.18 -0.11 0.06
C 1.075016 2.754039 -1.638442 -0.03 -0.12 0.04
C 3.114298 1.504204 -1.125879 0.25 -0.03 0.05
C -1.025351 1.706855 -1.248944 -0.01 -0.05 0.03
C 0.885749 0.534316 -0.748840 0.11 -0.01 -0.03
H -2.109596 1.702066 -1.263377 0.01 0.03 -0.02
H -2.482598 -4.194247 1.008384 0.00 0.04 0.09
H 1.678922 3.587029 -1.970276 0.01 0.01 0.01
H -0.820710 3.690363 -2.029269 -0.01 -0.01 0.00
H -2.987778 -3.246308 2.119374 0.03 -0.08 -0.03
H 1.324476 -0.383632 -0.374573 0.04 0.04 -0.06

***

18
Properties=species:S:1:pos:R:3:forces:R:3 method="wB97M-V/def2-TZVPD" homo_ha=-0.316 orbital_gap_ev=7.8 smiles=Sc1nc2ccccc2nc1S relative_energy_kcal_mol=10.23 e_lumo_ev=-0.798
S -3.567697 -0.949144 1.079725 -0.58 -0.06 0.44
S -2.696086 -2.261396 -1.765177 -0.59 0.22 0.36
N -0.414047 -1.029136 -1.327363 -0.66 1.12 0.91
N -1.267509 0.208772 1.084394 -0.91 -1.42 -1.58
C -0.044137 0.432487 0.591790 0.53 0.10 -1.18
C 0.785736 1.327857 1.245331 2.45 0.93 0.82
C -2.029114 -0.609917 0.331824 -0.44 2.41 3.81
C 1.729406 0.080328 -1.034043 1.75 -0.06 -0.49
C 2.612945 0.899575 -0.284774 -1.27 -1.35 -1.10
C 2.130980 1.523641 0.868110 -2.08 -0.75 -0.55
C -1.674497 -1.150807 -0.866043 3.25 -1.23 -2.35
C 0.423825 -0.180386 -0.621106 -1.34 -0.38 0.59
H 0.409597 1.839222 2.121594 -0.11 -0.07 0.02
H -1.644328 -2.624019 -2.475168 0.28 -0.26 -0.47
H 2.809780 2.153498 1.380126 0.21 0.63 0.76
H 3.655906 1.037656 -0.568477 -0.36 -0.10 -0.16
H 2.021506 -0.455386 -1.964125 0.08 0.62 0.77
H -3.242265 -0.242845 2.203383 -0.22 -0.34 -0.60

***

23
Properties=species:S:1:pos:R:3:forces:R:3 method="wB97M-V/def2-TZVPD" homo_ha=-0.298 orbital_gap_ev=6.7 smiles="O=[N+]([O-])c1ccc(SNc2nnc(S)s2)cc1" relative_energy_kcal_mol=0.00 e_lumo_ev=-1.428
S 0.773189 1.285065 -0.883026 -0.45 1.45 -0.70
S 3.378951 -2.078487 -0.816603 -0.39 0.48 0.37
S 5.096928 -3.230050 -2.863317 1.15 -1.67 -0.40
O -4.084504 0.872978 3.688028 -0.26 -0.26 -1.58
O -5.173972 0.089394 1.941067 2.29 1.19 0.99
N -4.151272 0.578057 2.488342 -2.72 -1.10 1.58
N 3.801640 -0.833231 -3.036567 1.17 -2.43 1.50
N 2.999348 -0.022919 -2.319229 -1.34 -0.08 1.84
N 1.710113 0.017169 -0.286664 0.97 -0.68 0.27
C -1.753752 0.453255 -0.401227 -1.67 0.38 1.32
C 4.123919 -1.954960 -2.352423 -1.43 3.33 -1.43
C 2.629298 -0.521688 -1.144742 0.74 -0.46 -1.60
C -0.661631 1.117127 0.135282 0.43 -0.67 -0.11
C -2.966360 0.741172 1.726248 1.61 0.32 -2.66
C -2.919678 0.304872 0.387957 0.55 -0.23 -0.26
C -1.849263 1.382701 2.221310 1.62 0.67 1.63
C -0.672967 1.554025 1.446791 -1.41 -0.37 0.55
H -1.786433 1.730507 3.284844 -0.42 -0.40 -1.17
H -3.769016 -0.206207 -0.036048 -0.16 0.03 0.05
H -1.746648 0.117637 -1.420157 0.03 -0.17 -0.22
H 5.472863 -2.789038 -4.069180 -0.19 0.39 0.02
H 1.328699 -0.581295 0.427056 -0.04 0.05 -0.02
H 0.220548 1.973918 1.882257 -0.08 0.24 0.06